1.
C4H6N2O2 in the gas phase in a non-equilibrium geometry, computed with the ωB97M-V functional and the def2-TZVPD basis.

CARTESIAN COORDINATES (ANGSTROEM)
H  -3.34  -0.68  0.04
N  -2.33  -0.93  0.13
C  -1.40  -0.15  -0.05
N  -1.16  1.24  -0.31
C  -0.05  -0.82  0.11
O  0.47  -0.02  1.14
C  1.81  0.02  0.71
C  2.09  -0.17  -0.58
O  0.78  -0.64  -1.01
H  -1.93  2.03  -0.72
H  -0.20  1.59  0.18
H  0.01  -1.95  0.43
H  2.56  0.37  1.49
H  2.69  0.13  -1.56

**Energy relative to the best compared isomer or geometry (same formula, charge and spin)**: 464.8 kJ/mol
**2S+1**: 1

***

2.
A molecular structure, C39H47N10O2RuS2Te in a non-equilibrium geometry, computed with the ωB97M-V functional and the def2-TZVPD basis.

CARTESIAN COORDINATES (ANGSTROEM)
Ru  -1.32  1.42  0.81
C  -3.37  5.12  1.13
C  -2.67  3.91  0.59
N  -2.76  2.76  1.24
N  -3.52  2.69  2.33
C  -3.21  1.78  3.21
N  -4.02  1.58  4.28
S  -1.78  0.80  3.11
C  -1.88  3.89  -0.60
C  -1.65  5.00  -1.44
C  -0.88  4.87  -2.56
C  -0.31  3.62  -2.85
C  -0.52  2.58  -1.97
N  -1.29  2.69  -0.89
H  -3.18  5.18  2.20
H  -4.45  5.04  0.99
H  -3.01  6.03  0.66
H  -4.74  2.26  4.47
H  -3.64  1.07  5.06
H  -2.08  5.96  -1.19
H  -0.70  5.71  -3.21
H  0.30  3.48  -3.73
H  -0.08  1.61  -2.14
C  4.18  -6.13  -2.42
C  3.68  -4.86  -1.81
C  4.27  -3.62  -2.08
C  3.78  -2.46  -1.51
C  4.49  -1.17  -1.83
C  2.69  -2.50  -0.64
Te  2.08  -0.51  0.16
N  0.67  1.21  0.74
C  1.10  2.38  1.14
O  0.25  3.22  1.54
C  2.54  2.74  1.10
C  3.11  3.39  2.18
C  4.43  3.78  2.15
C  5.21  3.52  1.03
C  4.64  2.88  -0.07
C  3.31  2.50  -0.04
C  1.81  -1.12  2.18
C  0.54  -1.29  2.69
C  0.38  -1.65  4.02
C  1.49  -1.82  4.83
C  2.75  -1.62  4.31
C  2.94  -1.26  2.98
C  4.32  -1.03  2.43
C  2.07  -3.73  -0.39
C  0.84  -3.89  0.46
C  2.59  -4.88  -0.96
H  5.10  -5.97  -2.98
H  3.44  -6.54  -3.09
H  4.37  -6.87  -1.64
H  5.12  -3.58  -2.74
H  5.25  -1.33  -2.59
H  4.98  -0.77  -0.94
H  3.79  -0.40  -2.20
H  2.49  3.59  3.05
H  4.86  4.30  2.99
H  6.24  3.82  1.01
H  5.25  2.69  -0.94
H  2.85  2.05  -0.92
H  -0.33  -1.16  2.07
H  -0.62  -1.80  4.41
H  1.37  -2.12  5.86
H  3.62  -1.75  4.95
H  5.08  -1.22  3.19
H  4.42  0.00  2.09
H  4.49  -1.70  1.58
H  0.63  -3.02  1.06
H  0.97  -4.75  1.12
H  -0.02  -4.09  -0.18
H  2.12  -5.83  -0.74
C  -2.74  -2.20  -2.58
N  -1.47  -1.68  -3.00
C  -1.13  -1.46  -4.39
C  0.31  -0.95  -4.31
N  0.43  -0.55  -2.91
C  -0.57  -1.11  -2.18
S  -0.68  -1.08  -0.51
H  -2.97  -3.11  -3.15
H  -3.54  -1.47  -2.74
H  -2.68  -2.45  -1.53
H  -1.81  -0.73  -4.84
H  -1.21  -2.39  -4.95
H  0.48  -0.09  -4.96
H  1.04  -1.73  -4.55
H  1.33  -0.46  -2.45
C  -7.01  -0.36  -0.17
N  -5.64  -0.37  0.25
C  -5.04  -1.42  1.02
C  -3.55  -1.04  0.96
O  -2.64  -1.67  1.41
N  -3.46  0.16  0.28
C  -4.68  0.51  -0.09
N  -4.93  1.62  -0.81
H  -7.34  -1.40  -0.31
H  -7.11  0.16  -1.12
H  -7.66  0.11  0.57
H  -5.22  -2.41  0.60
H  -5.37  -1.41  2.06
H  -4.16  2.28  -0.86
H  -5.86  2.01  -0.81

**Energy relative to the best compared isomer or geometry (same formula, charge and spin)**: 161.3 kJ/mol
**2S+1**: 1
**Total charge**: +1

***

3.
A molecular structure, C23H36N5OPS2Sr, computed with the ωB97M-V functional and the def2-TZVPD basis.

CARTESIAN COORDINATES (ANGSTROEM)
Sr  0.58  1.10  -1.60
C  0.09  -6.70  0.57
C  -0.38  -5.72  1.60
C  0.27  -4.51  1.80
C  -0.15  -3.60  2.76
C  -1.26  -3.88  3.55
N  -1.73  -3.03  4.58
C  -1.41  -1.74  4.90
O  -1.46  -1.34  6.05
N  -1.01  -0.89  3.88
C  -1.46  -0.81  2.56
C  -2.56  -1.52  2.07
C  -2.92  -1.35  0.74
C  -2.20  -0.48  -0.05
N  -1.16  0.22  0.41
C  -0.81  0.06  1.69
C  -1.92  -5.09  3.36
C  -1.49  -5.99  2.40
H  1.04  -6.40  0.13
H  -0.65  -6.78  -0.24
H  0.21  -7.69  1.01
H  1.14  -4.26  1.19
H  0.41  -2.68  2.91
H  -2.17  -3.51  5.35
H  -0.55  -0.06  4.23
H  -3.12  -2.19  2.71
H  -3.77  -1.88  0.34
H  -2.46  -0.33  -1.09
H  0.04  0.65  2.02
H  -2.79  -5.32  3.96
H  -2.02  -6.92  2.27
C  -1.51  6.80  -3.17
C  -0.39  5.77  -3.03
P  -0.80  4.18  -2.17
C  -2.31  3.68  -3.12
C  -2.73  2.23  -2.87
C  -1.52  4.83  -0.59
C  -1.62  3.76  0.50
H  -1.14  7.68  -3.70
H  -1.88  7.12  -2.20
H  -2.34  6.40  -3.75
H  0.45  6.20  -2.48
H  -0.01  5.49  -4.01
H  -2.06  3.80  -4.18
H  -3.13  4.36  -2.88
H  -1.94  1.54  -3.17
H  -3.62  1.98  -3.45
H  -2.96  2.06  -1.81
H  -2.50  5.26  -0.78
H  -0.86  5.63  -0.25
H  -2.28  2.94  0.21
H  -2.01  4.19  1.42
H  -0.63  3.34  0.72
S  3.23  2.06  0.21
C  4.10  0.79  -0.51
N  4.79  0.96  -1.63
C  5.54  -0.10  -2.30
C  4.98  -1.46  -1.91
C  4.91  -1.55  -0.40
N  4.19  -0.40  0.12
H  4.61  1.82  -2.12
H  6.60  -0.02  -2.01
H  5.46  0.04  -3.37
H  5.61  -2.25  -2.32
H  3.98  -1.54  -2.35
H  5.92  -1.58  0.03
H  4.39  -2.46  -0.10
H  3.66  -0.48  0.96
S  1.50  -0.41  -3.55

**Energy relative to the best compared isomer or geometry (same formula, charge and spin)**: 98.1 kJ/mol
**2S+1**: 1

***

4.
9 unconnected molecules or ions with the total composition C8H32ClO12 in a non-equilibrium geometry, computed with the ωB97M-V functional and the def2-TZVPD basis.

CARTESIAN COORDINATES (ANGSTROEM)
Cl  -0.25  0.27  0.03
O  0.10  -0.90  -0.71
O  -1.68  0.52  -0.16
O  0.03  0.10  1.39
O  0.51  1.40  -0.42
C  -1.62  -3.89  -0.68
O  -2.53  -4.97  -0.83
H  -0.90  -4.12  0.10
H  -0.98  -3.73  -1.55
H  -2.04  -2.91  -0.46
H  -2.02  -5.77  -1.00
C  -2.79  -2.12  2.49
O  -2.28  -0.99  3.20
H  -2.02  -2.87  2.32
H  -3.66  -2.60  2.94
H  -3.12  -1.77  1.51
H  -1.70  -0.51  2.61
C  2.24  2.26  2.82
O  1.68  2.75  4.06
H  2.92  3.05  2.50
H  2.75  1.31  2.90
H  1.53  2.19  2.00
H  0.94  2.22  4.35
C  4.26  1.03  -0.69
O  3.43  0.27  0.18
H  3.87  2.03  -0.49
H  5.31  1.02  -0.37
H  4.09  0.82  -1.75
H  2.55  0.29  -0.20
C  -2.06  4.03  -0.96
O  -2.92  4.94  -0.31
H  -2.61  3.31  -1.57
H  -1.36  4.62  -1.56
H  -1.48  3.44  -0.25
H  -3.24  5.53  -1.00
C  -2.61  -0.88  -3.67
O  -2.15  0.38  -3.21
H  -3.36  -0.81  -4.46
H  -1.78  -1.46  -4.07
H  -2.94  -1.49  -2.83
H  -1.98  0.26  -2.28
C  1.09  -2.81  3.79
O  2.26  -2.38  4.44
H  0.54  -2.02  3.29
H  1.26  -3.63  3.09
H  0.42  -3.20  4.55
H  2.91  -2.06  3.80
C  1.61  1.70  -3.59
O  2.59  2.07  -4.54
H  1.40  0.63  -3.63
H  1.95  1.93  -2.58
H  0.68  2.25  -3.74
H  3.13  1.30  -4.76

**Energy relative to the best compared isomer or geometry (same formula, charge and spin)**: 0.0 kJ/mol
**2S+1**: 2

***

5.
A molecular structure, C17H31MgN2O2P2 in a non-equilibrium geometry, computed with the ωB97M-V functional and the def2-TZVPD basis.

CARTESIAN COORDINATES (ANGSTROEM)
Mg  0.04  -0.07  0.54
P  -2.39  -0.05  -0.19
C  -2.06  0.44  -1.87
C  -0.78  0.94  -2.26
N  0.32  0.77  -1.42
C  1.55  1.01  -1.87
C  1.75  1.67  -3.08
C  0.67  1.94  -3.92
C  -0.59  1.55  -3.51
C  2.76  0.60  -1.04
P  2.71  -1.03  -0.22
H  -1.46  1.71  -4.13
H  2.77  1.95  -3.35
H  0.83  2.45  -4.87
H  3.63  0.58  -1.73
H  2.97  1.37  -0.28
H  -1.82  -1.37  -3.09
H  -2.88  0.52  -2.60
H  -0.98  -2.95  -1.97
O  -1.74  -2.33  -3.29
H  -2.17  -2.48  -4.14
H  1.47  -1.37  0.46
O  -0.42  -3.02  -1.14
H  0.34  -3.58  -1.42
C  3.01  -2.32  -1.43
H  4.02  -2.27  -1.87
H  2.90  -3.30  -0.94
H  2.26  -2.26  -2.23
C  3.93  -1.01  1.09
H  3.74  -1.86  1.76
H  4.95  -1.07  0.69
H  3.82  -0.08  1.68
C  -3.33  1.39  0.48
H  -4.27  1.50  -0.07
H  -3.52  1.26  1.56
H  -2.71  2.29  0.33
C  -3.64  -1.38  -0.36
H  -3.98  -1.70  0.64
H  -4.51  -1.01  -0.93
H  -3.17  -2.23  -0.87
C  1.86  2.19  2.57
C  0.59  1.67  3.12
C  0.01  2.01  4.35
C  -1.11  1.17  4.52
C  -1.17  0.31  3.40
C  -2.11  -0.81  3.20
N  -0.15  0.66  2.52
H  1.83  2.29  1.47
H  2.68  1.50  2.84
H  2.08  3.17  3.03
H  0.37  2.77  5.04
H  -1.82  1.13  5.34
H  -2.29  -1.32  4.16
H  -3.08  -0.44  2.84
H  -1.70  -1.54  2.47

**Energy relative to the best compared isomer or geometry (same formula, charge and spin)**: 258.8 kJ/mol
**2S+1**: 1
**Total charge**: +1

***

6.
2 unconnected molecules or ions with the total composition C3H7NO in a non-equilibrium geometry, computed with the ωB97M-V functional and the def2-TZVPD basis.

CARTESIAN COORDINATES (ANGSTROEM)
C  -0.36  0.79  -0.96
C  0.42  1.03  0.10
N  -0.19  1.56  1.30
H  -1.40  0.43  -0.96
H  0.11  0.73  -1.99
H  1.48  1.18  -0.01
H  -1.07  2.04  1.16
H  -0.27  0.80  1.97
C  0.28  -2.22  -0.15
O  0.95  -2.56  0.79
H  -0.55  -1.51  -0.04
H  0.60  -2.27  -1.21

**Energy relative to the best compared isomer or geometry (same formula, charge and spin)**: 292.8 kJ/mol
**2S+1**: 1